11
Properties=species:S:1:pos:R:3:nbo_charge:R:1 method="wB97M-V/def2-TZVPD" gap_ev="7.26 / 6.65" homo_energy_ev="-16.52 / -19.49" s_squared=3.76 largest_force_ha_per_bohr=0.2286 spin_multiplicity=4 charge=+2
H -0.136 0.052 1.936 0.396
C -0.438 1.071 0.985 0.170
O 0.171 -2.080 -1.631 -1.021
O -0.873 1.005 -0.277 -0.835
Au 0.089 1.802 -1.520 0.813
Li -1.999 -0.393 -0.714 0.981
H 1.009 -1.963 -1.170 0.501
H 1.586 0.686 0.796 0.311
H 0.005 -2.888 -2.120 0.530
C 0.800 1.019 1.478 -0.275
H -0.215 1.690 2.236 0.429